{"formula": "C19H26N", "method": "wB97M-V/def2-TZVPD", "charge": 1, "homo_lumo_gap_ev": 7.08, "elements": ["C", "C", "C", "C", "C", "C", "C", "C", "C", "C", "C", "C", "C", "C", "C", "H", "H", "H", "H", "H", "H", "H", "H", "H", "H", "H", "H", "H", "H", "H", "C", "C", "C", "C", "N", "H", "H", "H", "H", "H", "H", "H", "H", "H", "H", "H"], "positions_angstrom": [[2.367, -3.734, -3.662], [1.436, -2.892, -2.847], [1.559, -2.870, -1.450], [0.716, -2.093, -0.676], [-0.250, -1.223, -1.266], [-0.990, -0.343, -0.427], [-1.828, 0.712, -0.890], [-2.957, 1.117, -0.118], [-3.848, 2.057, -0.598], [-3.654, 2.661, -1.850], [-4.658, 3.640, -2.373], [-2.489, 2.361, -2.573], [-1.590, 1.411, -2.112], [-0.420, -1.332, -2.686], [0.421, -2.135, -3.448], [2.368, -3.418, -4.710], [3.391, -3.664, -3.274], [2.086, -4.797, -3.634], [2.333, -3.481, -0.978], [0.788, -2.122, 0.413], [-1.095, -0.631, 0.619], [-3.127, 0.632, 0.847], [-4.730, 2.338, -0.012], [-4.540, 3.787, -3.452], [-5.682, 3.295, -2.178], [-4.550, 4.620, -1.886], [-2.309, 2.878, -3.520], [-0.698, 1.181, -2.697], [-1.226, -0.790, -3.182], [0.302, -2.183, -4.533], [3.275, 0.619, 5.723], [2.699, -0.186, 4.556], [1.767, 0.608, 3.643], [1.318, -0.192, 2.419], [0.547, 0.517, 1.389], [3.957, -0.010, 6.307], [3.841, 1.489, 5.368], [2.484, 0.970, 6.395], [3.527, -0.590, 3.959], [2.152, -1.049, 4.957], [0.881, 0.915, 4.214], [2.280, 1.518, 3.304], [2.187, -0.643, 1.917], [0.682, -1.025, 2.744], [0.187, 1.409, 1.717], [1.091, 0.667, 0.540]], "forces_ev_per_angstrom": [[0.2102, -0.0560, -0.2452], [-0.0787, 0.1245, 0.1626], [-0.1559, 0.0353, 0.2568], [-0.1423, 0.1390, 0.0095], [0.7271, -0.5634, -0.6269], [-1.4227, -0.8725, -0.1345], [-0.0079, 0.8542, -0.2402], [0.3108, -0.2139, 0.0255], [-0.0887, -0.1367, 0.1333], [0.2445, -0.0160, 0.1690], [-0.1678, 0.1456, -0.1700], [0.0834, -0.1442, -0.0624], [-0.1377, -0.1823, 0.0676], [0.2807, 0.2430, 0.2084], [-0.2184, 0.1110, 0.1792], [0.0104, -0.0898, 0.1975], [-0.2296, -0.0165, -0.0845], [-0.0321, 0.2645, 0.0610], [-0.3224, 0.1937, -0.1008], [0.1144, 0.1114, -0.2909], [-0.1256, 0.0046, -0.5430], [0.0148, 0.1794, -0.2594], [0.3516, -0.2005, -0.1829], [-0.0350, -0.0027, 0.2244], [0.2556, 0.0668, -0.0310], [0.0386, -0.2482, -0.0668], [-0.0097, -0.2333, 0.3580], [-0.2541, 0.2435, 0.2839], [0.2519, -0.2391, 0.1868], [-0.0741, 0.0202, 0.3834], [-0.0667, -0.0348, -0.0589], [0.0212, -0.1842, 0.0358], [-0.0281, 0.2240, -0.2061], [0.0365, -0.6949, -0.1213], [0.4424, 0.7513, -0.1810], [-0.1195, 0.1555, -0.0661], [-0.1199, -0.1369, 0.0615], [0.1407, -0.0217, -0.1321], [-0.1052, 0.0338, 0.0474], [0.0986, 0.0495, -0.0889], [0.0992, 0.0938, -0.0966], [-0.0825, -0.0460, 0.0471], [-0.1188, 0.1155, 0.2645], [0.2183, -0.0682, 0.2362], [0.1310, -0.0794, -0.1019], [0.0612, 0.3215, 0.4923]], "lowdin_charge": [-0.032, -0.236, -0.012, 0.007, -0.187, 0.064, -0.198, 0.013, -0.016, -0.234, -0.032, -0.009, -0.004, 0.009, -0.008, 0.087, 0.094, 0.103, 0.130, 0.113, 0.117, 0.129, 0.131, 0.087, 0.095, 0.103, 0.128, 0.120, 0.116, 0.127, -0.111, -0.280, -0.222, -0.279, -0.007, 0.074, 0.075, 0.076, 0.109, 0.112, 0.119, 0.118, 0.116, 0.110, 0.096, 0.089]}

{"formula": "C19H26N2O6P", "method": "wB97M-V/def2-TZVPD", "charge": 1, "homo_lumo_gap_ev": 9.16, "elements": ["C", "C", "O", "O", "C", "C", "C", "C", "C", "P", "H", "H", "H", "H", "H", "H", "H", "H", "H", "H", "H", "H", "H", "H", "H", "H", "C", "C", "C", "C", "C", "C", "N", "O", "O", "H", "H", "H", "H", "H", "C", "C", "C", "C", "C", "C", "N", "O", "O", "H", "H", "H", "H", "H"], "positions_angstrom": [[-2.743, 2.905, 1.132], [-2.728, 1.635, 0.332], [-2.988, 1.546, -0.844], [-2.327, 0.593, 1.077], [-2.155, -0.667, 0.405], [-0.984, -0.621, -0.557], [0.371, -0.504, 0.145], [1.402, 0.382, -0.573], [1.167, 0.565, -2.091], [0.079, 1.975, -2.391], [-2.876, 2.708, 2.192], [-3.519, 3.563, 0.752], [-1.777, 3.402, 1.014], [-3.068, -0.953, -0.114], [-1.980, -1.377, 1.211], [-1.175, 0.235, -1.206], [-1.035, -1.537, -1.149], [0.785, -1.496, 0.314], [0.196, -0.071, 1.132], [2.391, -0.063, -0.476], [1.453, 1.358, -0.091], [0.723, -0.305, -2.573], [2.109, 0.804, -2.586], [0.642, 2.929, -3.238], [-0.257, 2.614, -1.199], [-1.133, 1.632, -2.988], [1.713, 3.667, 6.352], [0.629, 3.073, 5.717], [0.657, 2.858, 4.349], [1.787, 3.247, 3.649], [2.879, 3.842, 4.257], [2.832, 4.052, 5.625], [1.835, 3.014, 2.203], [0.855, 2.509, 1.667], [2.837, 3.322, 1.595], [1.686, 3.829, 7.421], [-0.239, 2.775, 6.288], [-0.172, 2.396, 3.835], [3.739, 4.132, 3.671], [3.672, 4.515, 6.123], [-1.661, -5.287, -4.938], [-0.362, -5.761, -5.063], [0.583, -5.472, -4.090], [0.196, -4.706, -3.006], [-1.092, -4.223, -2.859], [-2.026, -4.520, -3.839], [1.196, -4.409, -1.963], [2.311, -4.857, -2.109], [0.850, -3.728, -1.011], [-2.395, -5.523, -5.697], [-0.082, -6.361, -5.917], [1.598, -5.832, -4.166], [-1.358, -3.644, -1.988], [-3.040, -4.159, -3.740]], "forces_ev_per_angstrom": [[-0.0312, 0.0334, -0.0607], [0.1280, -0.1140, 0.3693], [0.0399, 0.1360, -0.1942], [-0.0514, 0.1092, -0.0122], [-0.0039, -0.0900, 0.0055], [-0.0166, -0.1819, 0.2954], [-0.1122, 0.2022, 0.1935], [0.1531, -0.3401, -0.1414], [0.2076, 0.2197, 0.1601], [-0.3294, -0.1698, -0.0933], [-0.0733, -0.0375, 0.0040], [-0.0111, 0.0143, 0.0146], [0.0178, -0.0199, -0.0275], [-0.0984, 0.1843, 0.0085], [0.0299, -0.0323, -0.0131], [-0.0904, -0.2763, -0.1088], [0.1037, 0.1235, -0.2278], [-0.0227, -0.0496, -0.0967], [0.1009, 0.0249, 0.0150], [0.0231, 0.0238, 0.0498], [0.0717, -0.0376, -0.0712], [0.0651, -0.0246, -0.0187], [-0.0235, -0.0422, -0.0798], [0.0738, 0.0720, 0.0564], [0.0652, 0.0860, -0.0142], [-0.0173, 0.0280, -0.0056], [-0.0021, -0.0040, -0.0147], [0.0129, 0.0078, -0.0002], [-0.0273, -0.0006, 0.0457], [0.0160, -0.0209, -0.0127], [0.0287, 0.0234, 0.0437], [-0.0114, -0.0059, -0.0003], [0.0637, 0.0072, -0.1250], [-0.1825, 0.1189, 0.0990], [-0.0495, 0.0012, 0.0334], [-0.0028, 0.0047, -0.0015], [0.0024, 0.0018, 0.0021], [0.0176, -0.0121, -0.0279], [-0.0127, -0.0164, -0.0244], [-0.0020, -0.0010, 0.0011], [0.0117, 0.0041, 0.0153], [-0.0138, 0.0116, 0.0039], [0.0016, -0.0078, -0.0559], [0.0080, -0.0322, 0.0310], [-0.0609, 0.0143, 0.0012], [0.0155, -0.0057, -0.0180], [0.1123, -0.0321, 0.0559], [-0.0330, 0.0373, -0.0039], [-0.1193, 0.0978, -0.1179], [0.0017, 0.0035, -0.0024], [-0.0025, 0.0004, 0.0006], [0.0041, 0.0033, 0.0346], [0.0269, -0.0331, 0.0308], [-0.0017, -0.0068, -0.0006]], "lowdin_charge": [0.034, -0.541, 0.066, 0.002, -0.139, -0.178, -0.163, -0.225, -0.348, 1.098, 0.091, 0.095, 0.079, 0.133, 0.140, 0.041, 0.104, 0.105, 0.107, 0.122, 0.058, 0.098, 0.096, 0.005, 0.017, 0.017, -0.054, -0.054, 0.000, -0.149, 0.006, -0.051, -0.328, 0.017, 0.094, 0.114, 0.113, 0.114, 0.123, 0.114, -0.061, -0.054, 0.004, -0.148, -0.013, -0.062, -0.345, 0.097, 0.050, 0.112, 0.114, 0.123, 0.100, 0.110]}

{"formula": "C19H26N3O3S3SiSr", "method": "wB97M-V/def2-TZVPD", "charge": -1, "homo_lumo_gap_ev": 5.76, "elements": ["Sr", "S", "C", "N", "C", "C", "C", "C", "C", "C", "S", "H", "H", "H", "H", "N", "N", "C", "O", "O", "H", "H", "H", "C", "C", "C", "C", "C", "C", "C", "S", "C", "O", "H", "H", "H", "H", "H", "H", "H", "H", "H", "H", "C", "Si", "C", "C", "H", "H", "H", "H", "H", "H", "H", "H", "H"], "positions_angstrom": [[0.649, 0.817, -1.349], [1.720, 3.393, -2.705], [0.058, 3.686, -2.574], [-0.864, 2.798, -2.254], [-2.131, 3.346, -2.253], [-3.303, 2.643, -1.968], [-4.515, 3.309, -1.997], [-4.579, 4.668, -2.308], [-3.424, 5.379, -2.597], [-2.208, 4.711, -2.568], [-0.605, 5.299, -2.886], [-3.234, 1.588, -1.731], [-5.428, 2.771, -1.775], [-5.536, 5.173, -2.325], [-3.471, 6.433, -2.840], [3.659, 0.463, -1.894], [3.840, -0.883, -2.242], [2.779, -1.784, -1.998], [3.029, -2.986, -2.120], [1.671, -1.239, -1.690], [4.036, 1.075, -2.603], [4.051, 0.693, -0.987], [4.760, -1.279, -2.136], [0.790, -4.018, 3.614], [0.286, -3.614, 2.256], [-0.746, -2.686, 2.128], [-1.163, -2.261, 0.879], [-0.546, -2.777, -0.252], [0.508, -3.671, -0.152], [0.905, -4.097, 1.107], [-1.029, -2.241, -1.877], [-2.711, -2.902, -1.854], [-1.257, -0.762, -1.814], [0.088, -3.734, 4.397], [1.738, -3.517, 3.819], [0.959, -5.095, 3.669], [-1.203, -2.271, 3.018], [-1.938, -1.511, 0.781], [1.058, -3.966, -1.039], [1.743, -4.778, 1.198], [-3.257, -2.472, -1.017], [-2.664, -3.987, -1.766], [-3.173, -2.617, -2.798], [-0.085, 1.069, 3.155], [1.311, 1.022, 1.816], [2.334, -0.517, 2.383], [2.455, 2.424, 2.491], [0.331, 0.971, 4.166], [-0.811, 0.261, 3.013], [-0.641, 2.010, 3.110], [2.270, -0.669, 3.469], [3.391, -0.366, 2.136], [2.021, -1.437, 1.884], [2.643, 2.305, 3.566], [2.014, 3.412, 2.333], [3.423, 2.418, 1.981]], "forces_ev_per_angstrom": [[0.4574, 0.4612, 0.1351], [0.1075, -0.0480, 0.0096], [-0.2494, 0.0049, -0.0442], [0.0665, 0.2889, -0.0985], [-0.1616, -0.0996, 0.0675], [0.0618, -0.0180, 0.0109], [0.0088, -0.0257, 0.0046], [-0.0054, 0.0464, -0.0123], [-0.0353, -0.0182, 0.0015], [0.0749, -0.0035, -0.0332], [0.0110, -0.0475, 0.0258], [-0.0242, 0.0036, -0.0010], [0.0069, -0.0082, 0.0015], [0.0037, -0.0022, 0.0022], [0.0054, -0.0001, 0.0013], [-0.1658, 0.0289, 0.1573], [-0.0963, 0.1314, -0.0850], [0.0603, 0.0280, 0.0937], [-0.0350, 0.0407, 0.0352], [-0.0175, -0.6460, -0.2807], [-0.0146, -0.0032, -0.0197], [0.0370, -0.0225, -0.0068], [-0.0165, -0.0596, 0.0336], [-0.0131, 0.0277, -0.0124], [0.0063, 0.0274, 0.0280], [0.0433, -0.0356, 0.0183], [-0.0368, -0.0060, -0.0867], [0.0032, -0.0277, 0.0577], [0.0331, -0.0226, -0.0160], [-0.0309, 0.0239, -0.0322], [0.0260, -0.6571, -0.0216], [0.1389, 0.0212, -0.0030], [-0.2001, 0.6333, 0.0424], [0.0032, -0.0147, 0.0003], [0.0008, -0.0015, 0.0110], [0.0061, 0.0044, 0.0069], [-0.0012, 0.0097, 0.0001], [0.0055, 0.0014, 0.0191], [-0.0056, 0.0008, 0.0238], [0.0011, 0.0000, -0.0076], [0.0104, 0.0162, 0.0004], [0.0150, 0.0036, -0.0041], [-0.0105, 0.0006, 0.0075], [0.0313, -0.0290, -0.0473], [-0.0393, 0.0434, 0.0848], [0.0131, 0.0248, 0.0044], [-0.0569, -0.0163, -0.0328], [0.0044, 0.0021, -0.0071], [-0.0012, -0.0086, -0.0034], [0.0102, -0.0019, -0.0151], [0.0126, 0.0027, -0.0050], [-0.0081, -0.0090, -0.0200], [-0.0307, -0.0337, 0.0129], [-0.0002, -0.0110, -0.0035], [0.0014, -0.0049, 0.0093], [-0.0108, 0.0048, -0.0075]], "lowdin_charge": [1.162, 0.418, -1.208, -0.116, -0.332, -0.022, -0.106, -0.118, -0.110, -0.493, 0.979, 0.105, 0.093, 0.091, 0.099, -0.017, -0.041, -0.738, -0.019, -0.307, 0.067, 0.082, 0.118, -0.050, -0.283, -0.045, -0.070, -0.402, -0.068, -0.032, 0.942, -0.235, -0.664, 0.074, 0.080, 0.075, 0.109, 0.115, 0.101, 0.119, 0.051, 0.057, 0.048, -0.310, 0.431, -0.288, -0.315, 0.006, -0.024, -0.001, 0.009, 0.003, -0.018, 0.007, -0.002, -0.006]}

Number 1: maximum force 1.67 eV Å⁻¹. Number 2: maximum force 0.41 eV Å⁻¹. Number 3: maximum force 0.70 eV Å⁻¹.